Record 1
16
Properties=species:S:1:pos:R:3 method="wB97M-V/def2-TZVPD" total_charge=0 spin_multiplicity=1 e_above_lowest_ev=0.700 gap_ev=11.79
C 0.985 0.910 -0.327
C -0.066 0.740 0.804
C -1.123 0.710 -0.306
C -0.008 -0.019 -1.083
C 0.192 -1.338 -0.316
C 0.049 -0.762 1.128
H 1.999 0.548 -0.110
H 1.036 1.918 -0.749
H -0.140 1.435 1.641
H -1.320 1.692 -0.749
H -2.066 0.179 -0.135
H -0.200 -0.005 -2.153
H 1.179 -1.798 -0.468
H -0.556 -2.096 -0.567
H 0.901 -0.982 1.778
H -0.861 -1.132 1.613


Record 2
63
Properties=species:S:1:pos:R:3 method="wB97M-V/def2-TZVPD" total_charge=0 smiles="CCCCCCC[PH2]([PH2]=S)[C@H](Cl)[C@H](C)Cl.Fc1ccccc1.Fc1ccccc1" spin_multiplicity=1 e_above_lowest_ev=4.903 gap_ev=8.42
C 5.896 2.453 -0.620
C 4.662 1.387 -0.311
C 4.229 0.630 -1.717
C 2.751 1.230 -2.173
C 1.847 0.121 -3.025
C 0.260 0.432 -2.717
C -0.619 -0.901 -2.317
P -0.968 -1.118 -0.460
P 1.073 -1.895 -0.258
S 1.429 -2.690 1.510
C -2.797 -0.594 -0.578
Cl -3.827 -1.816 -1.590
C -3.072 0.969 -0.964
C -3.160 1.317 -2.557
Cl -1.909 2.199 -0.198
H 6.591 2.495 0.331
H 6.488 2.171 -1.597
H 5.398 3.514 -0.790
H 5.047 0.657 0.522
H 3.793 2.023 0.168
H 4.062 -0.526 -1.531
H 5.068 0.781 -2.529
H 2.813 2.274 -2.710
H 2.168 1.421 -1.153
H 2.195 -0.965 -2.756
H 2.094 0.272 -4.183
H -0.194 0.843 -3.741
H 0.140 1.300 -1.942
H -1.553 -0.913 -3.021
H 0.047 -1.835 -2.649
H -1.442 -2.445 -0.041
H -0.656 -0.205 0.608
H 1.391 -2.887 -1.290
H 2.096 -0.854 -0.419
H -3.236 -0.728 0.526
H -4.147 1.230 -0.513
H -4.001 2.131 -2.735
H -2.149 1.832 -2.928
H -3.368 0.415 -3.270
F -0.359 4.650 1.872
C -1.444 5.430 1.957
C -2.589 5.091 1.243
C -3.721 5.900 1.336
C -3.693 7.046 2.134
C -2.538 7.381 2.843
C -1.410 6.565 2.758
H -2.589 4.201 0.622
H -4.623 5.639 0.788
H -4.575 7.679 2.202
H -2.517 8.276 3.460
H -0.507 6.806 3.310
F -2.369 -9.126 2.503
C -1.354 -8.253 2.547
C -1.550 -6.952 2.095
C -0.495 -6.041 2.145
C 0.749 -6.444 2.638
C 0.937 -7.753 3.084
C -0.121 -8.661 3.044
H -2.520 -6.660 1.708
H -0.640 -5.020 1.802
H 1.573 -5.735 2.673
H 1.907 -8.066 3.463
H 0.005 -9.679 3.395


Record 3
13
Properties=species:S:1:pos:R:3 method="wB97M-V/def2-TZVPD" total_charge=0 smiles="CC(=S)/C=C/N" spin_multiplicity=1 e_above_lowest_ev=1.161 gap_ev=8.10
C 1.460 0.927 0.836
C -0.030 0.957 0.961
S -0.731 1.755 2.138
C -0.778 0.241 0.019
C -0.275 -0.727 -0.804
N -1.138 -1.508 -1.533
H 1.937 0.106 1.477
H 1.820 1.898 1.185
H 1.812 0.685 -0.122
H -1.856 0.396 0.022
H 0.718 -0.858 -1.018
H -2.044 -1.503 -1.138
H -0.896 -2.369 -2.022


Record 4
13
Properties=species:S:1:pos:R:3 method="wB97M-V/def2-TZVPD" total_charge=+1 spin_multiplicity=3 e_above_lowest_ev=2.969 s_squared=2.0012 gap_ev="3.43 / 3.26"
H 3.006 0.300 1.675
O -1.884 -0.308 0.992
C -1.370 0.789 0.810
C -0.232 1.089 -0.119
O 0.751 0.092 -0.232
C 0.595 -1.095 -0.911
O -0.552 -1.383 -1.321
O 1.651 -1.728 -0.980
Li 2.840 -0.562 0.084
Ce -2.555 -2.247 -0.341
H -1.882 1.693 1.192
H 0.282 1.984 0.255
H -0.648 1.375 -1.103


Record 5
70
Properties=species:S:1:pos:R:3 method="wB97M-V/def2-TZVPD" total_charge=-2 spin_multiplicity=2 e_above_lowest_ev=0.000 s_squared=0.7598 gap_ev="5.45 / 5.73"
Sn 0.704 -0.593 -0.941
C 0.462 2.278 -1.856
C 1.330 1.407 -0.958
N 5.669 2.092 4.629
C 1.118 -0.546 1.550
C 0.149 -1.048 2.563
N -1.214 -0.726 2.144
C -2.227 -1.471 2.863
C -3.588 -1.380 2.180
C -3.629 -2.114 0.837
N -2.853 -1.474 -0.205
C -3.506 -0.467 -1.007
C -2.913 0.930 -0.851
N -1.550 0.980 -1.352
C -0.954 2.308 -1.288
H 0.416 1.984 -2.917
H 0.848 3.305 -1.838
H 1.850 4.041 1.952
H 2.364 1.363 -1.334
H 2.249 4.665 2.008
H 0.173 1.599 1.558
H 2.144 -0.904 1.654
H 0.320 -0.608 3.558
H 0.321 -2.131 2.661
H -1.293 -0.967 1.159
H -2.294 -1.093 3.890
H -1.959 -2.542 2.942
H -3.871 -0.331 2.044
H -4.338 -1.833 2.839
H -4.682 -2.241 0.529
H -3.220 -3.117 0.988
H -2.307 -2.133 -0.747
H -4.577 -0.424 -0.763
H -3.435 -0.732 -2.069
H -2.912 1.240 0.198
H -3.561 1.631 -1.407
H -1.524 0.664 -2.319
H -0.902 2.594 -0.231
H -1.580 3.065 -1.792
C 3.027 1.354 -4.674
C 1.835 0.821 -5.453
O 1.797 -0.593 -5.512
P 1.385 -1.432 -4.104
S 0.294 -2.826 -0.640
S -0.546 -0.869 -3.767
O 1.372 -2.902 -4.843
C 0.199 -3.555 -5.313
C -0.374 -4.459 -4.240
H 3.070 2.444 -4.752
H 3.956 0.936 -5.065
H 2.951 1.095 -3.618
H 1.879 1.165 -6.490
H 0.900 1.196 -5.022
H 0.505 -4.134 -6.190
H -0.540 -2.816 -5.629
H 0.345 -5.236 -3.970
H -1.293 -4.937 -4.595
H -0.595 -3.880 -3.343
Cl 4.860 -0.294 7.009
C 3.023 1.699 6.368
C 1.790 2.213 6.654
C 0.642 2.285 5.872
C 0.556 1.952 4.477
C 1.588 1.433 3.768
Cl 1.388 1.320 2.109
C 4.216 1.270 6.353
N 5.470 1.960 5.762
H 1.713 2.639 7.653
H -0.241 2.706 6.338
H -0.400 2.169 3.987


Record 6
79
Properties=species:S:1:pos:R:3 method="wB97M-V/def2-TZVPD" total_charge=0 spin_multiplicity=1 gap_ev=9.58
C -0.279 2.455 3.800
C -0.127 2.348 2.240
O 1.090 3.019 1.761
P 1.204 2.709 0.137
O 1.361 4.018 -0.575
C 2.651 1.596 -0.308
C 2.241 0.068 -0.279
P 2.671 -0.887 1.275
C 1.355 -1.602 2.458
N 2.689 0.606 2.335
C 3.613 0.583 3.105
O 4.408 0.219 3.892
C 2.490 -2.508 0.253
C 3.659 -3.334 -0.031
C 3.319 -4.512 -0.822
C 1.957 -4.761 -1.187
N 0.830 -4.031 -0.946
C 1.199 -2.923 -0.244
O -0.192 2.018 -0.470
C -0.167 1.983 -1.928
C -0.770 0.598 -2.430
H -0.149 3.502 4.155
H -1.339 2.162 4.041
H 0.360 1.717 4.353
H -0.162 1.260 1.981
H -1.001 2.910 1.808
H 3.581 1.849 0.249
H 2.861 1.843 -1.387
H 2.809 -0.427 -1.116
H 1.158 -0.115 -0.515
H 4.017 -1.244 1.593
H 0.325 -1.411 2.048
H 1.420 -1.016 3.408
H 1.538 -2.688 2.650
H 4.701 -3.137 0.292
H 4.116 -5.220 -1.143
H 1.772 -5.706 -1.764
H 0.349 -2.224 -0.021
H 0.869 2.094 -2.327
H -0.787 2.840 -2.294
H -0.143 0.175 -3.262
H -1.822 0.750 -2.748
H -0.735 -0.135 -1.583
O -3.002 -0.875 -3.375
H -3.845 -0.454 -3.584
H -3.238 -1.581 -2.756
O -0.419 3.191 -4.681
H 0.289 3.474 -5.268
H -0.904 4.004 -4.490
O 4.414 -2.147 5.768
H 4.379 -1.359 5.210
H 5.276 -2.532 5.577
O -3.819 -3.520 -2.227
H -3.941 -3.542 -3.184
H -3.365 -4.347 -2.031
O -5.872 -4.943 -3.336
H -6.551 -4.912 -4.022
H -6.261 -4.460 -2.597
O -0.615 2.257 6.864
H 0.267 1.867 6.851
H -0.465 3.164 7.153
O 7.280 0.693 4.822
H 6.473 0.646 4.294
H 7.589 -0.219 4.864
O -2.182 4.537 4.623
H -3.024 4.976 4.453
H -2.402 3.844 5.258
O -7.246 -7.537 -2.507
H -6.696 -6.771 -2.725
H -7.335 -7.499 -1.548
O 0.095 5.521 -3.905
H 0.650 6.282 -4.109
H 0.007 5.547 -2.942
O -2.553 4.409 -2.998
H -2.661 5.290 -3.376
H -3.411 3.990 -3.130
O -5.483 -0.958 -5.527
H -5.509 -0.161 -6.069
H -4.631 -1.358 -5.740


Record 7
14
Properties=species:S:1:pos:R:3 method="wB97M-V/def2-TZVPD" total_charge=+1 smiles="C[N+]1=CC(F)(F)[C@@H]1O" spin_multiplicity=1 e_above_lowest_ev=0.624 gap_ev=11.14
C -0.033 0.964 1.694
N 0.305 0.371 0.450
C 0.295 0.984 -0.685
C 0.332 -0.418 -1.514
F 1.497 -0.538 -2.142
F -0.653 -0.576 -2.404
C 0.181 -1.084 -0.232
O -0.937 -1.688 0.170
H 0.298 1.938 1.771
H 0.308 0.325 2.588
H -1.112 1.015 1.780
H 0.176 2.037 -0.954
H 1.063 -1.629 -0.002
H -1.720 -1.700 -0.520


no.,molar mass (Da)
1,82.15
2,501.43
3,101.17
4,251.12
5,664.27
6,548.46
7,122.09